No. 1
# C4H7NO2

The molecule C4H7NO2 (wB97M-V/def2-TZVPD, OMol25).

The geometry in XYZ format:
```
14
Properties=species:S:1:pos:R:3:nbo_charge:R:1
C -1.4780 -1.1837 -0.2678 -0.686
C -0.3932 -0.1934 0.1267 0.179
N -0.5622 0.9515 0.6890 -0.116
O -1.8588 1.4074 0.7468 -0.555
C 1.0114 -0.1776 -0.4691 0.005
C 2.1466 0.4808 0.1409 -0.097
O 2.2658 -0.8861 -0.2215 -0.496
H -2.3284 -0.7083 -0.7741 0.241
H -1.0762 -1.9604 -0.9253 0.229
H -1.8944 -1.6932 0.6126 0.241
H -1.7419 2.2661 1.1825 0.481
H 1.1015 -0.2029 -1.5421 0.205
H 2.6645 1.2558 -0.4217 0.177
H 2.1950 0.5867 1.2189 0.192
```

total charge = 0
structure (SMILES) = C/C(=N\O)[C@H]1CO1
multiplicity = 1
HOMO-LUMO gap = 10.6 eV
ΔE to the lowest compared entry with this formula, charge and spin = 104.3 kcal per mole

No. 2
# C19H13F3FeN4O2S

A structure of composition C19H13F3FeN4O2S (wB97M-V/def2-TZVPD, OMol25).

The geometry in XYZ format:
```
43
Properties=species:S:1:pos:R:3:nbo_charge:R:1
Fe 0.2928 0.0074 -0.1673 1.579
O -2.6116 -3.3766 -0.9049 -0.657
C -3.6989 -2.8112 -0.3694 0.370
C -4.8575 -3.5856 -0.2650 -0.281
C -6.0033 -3.0536 0.2810 -0.136
C -6.0353 -1.7349 0.7387 -0.259
C -4.9093 -0.9539 0.6353 -0.134
C -3.7264 -1.4717 0.0892 -0.206
C -2.5466 -0.6250 -0.0224 0.597
O -1.4377 -1.0738 -0.5340 -0.852
N -2.6422 0.6391 0.3611 -0.405
N -1.4987 1.2832 0.2142 -0.322
C -1.4244 2.5282 -0.0601 0.030
C -0.1336 3.0569 -0.4577 0.167
C 0.0521 4.4192 -0.6756 -0.210
C 1.2604 4.8649 -1.1799 -0.117
C 2.2557 3.9365 -1.4503 -0.250
C 1.9981 2.6002 -1.2052 0.056
N 0.8357 2.1597 -0.7251 -0.565
H -1.8942 -2.7225 -0.9250 0.505
H -4.8214 -4.6050 -0.6242 0.234
H -6.8926 -3.6658 0.3484 0.224
H -6.9406 -1.3302 1.1683 0.225
H -4.9048 0.0738 0.9679 0.236
H -2.3063 3.1603 -0.1117 0.218
H -0.7599 5.1030 -0.4718 0.244
H 1.4188 5.9174 -1.3695 0.244
H 3.2080 4.2357 -1.8629 0.245
H 2.7514 1.8499 -1.4137 0.208
F 5.0360 -3.1122 -0.7282 -0.310
C 4.2654 -3.0609 0.3733 0.976
F 3.1762 -3.7958 0.1272 -0.304
F 4.9441 -3.6463 1.3638 -0.300
C 3.9612 -1.6161 0.6899 -0.168
C 5.0382 -0.7479 0.8158 -0.094
C 4.8094 0.6082 0.9828 -0.230
C 3.4975 1.0610 0.9764 0.071
N 2.4609 0.2402 0.8859 -0.542
C 2.6719 -1.0838 0.7882 0.012
S 1.1709 -1.9586 0.8228 0.170
H 6.0477 -1.1353 0.7709 0.258
H 5.6289 1.3058 1.0736 0.251
H 3.2641 2.1162 1.0490 0.224
```

expectation value of S² = 8.773
total charge = +1
multiplicity = 6
HOMO-LUMO gap (spin up / spin down) = 6.7 / 3.9 eV
ΔE to the lowest compared entry with this formula, charge and spin = 24.3 kcal per mole

No. 3
# C5H8N2

The molecule C5H8N2 (wB97M-V/def2-TZVPD, OMol25).

The geometry in XYZ format:
```
15
Properties=species:S:1:pos:R:3:nbo_charge:R:1
C -1.4282 -1.2442 -0.2717 -0.394
C -0.8519 -0.1065 -0.6351 -0.189
C -1.2233 1.2006 -0.0034 -0.283
N -0.0765 2.0146 0.5121 -0.410
C 0.8720 1.2303 0.6906 0.253
C 1.3416 -0.0105 0.7231 -0.145
N 2.1607 -0.6698 -0.2009 -0.803
H -1.3934 -2.1220 -0.9045 0.202
H -1.9714 -1.3165 0.6699 0.189
H -0.2097 -0.0627 -1.5177 0.201
H -1.8844 1.0158 0.8535 0.202
H -1.7918 1.7609 -0.7515 0.210
H 1.0532 -0.5981 1.5898 0.223
H 3.0067 -0.9930 0.2497 0.373
H 2.3964 -0.0987 -1.0040 0.371
```

total charge = 0
structure (SMILES) = C=CCN=C=CN
multiplicity = 1
HOMO-LUMO gap = 9.0 eV
ΔE to the lowest compared entry with this formula, charge and spin = 75.4 kcal per mole

Values for maximum force, eV/Å, ordered as above
1.651; 1.818; 0.782
Values for total energy, hartree, ordered as above
-361.71457; -3062.61653; -304.71527